{"formula": "C2H6Cl2P", "method": "ωB97M-V with the def2-TZVPD basis set", "orbital_gap_ev": [6.1, 8.3], "total_charge": 1, "multiplicity": 1, "e_homo_ev": [-14.0, -14.5], "lumo_energy_ev": [-7.89, -6.20], "symbols": ["C", "C", "P", "Cl", "Cl", "H", "H", "H", "H", "H", "H"], "positions_angstrom": [[1.474801, -1.946408, -0.966437], [-0.480655, 1.860504, 0.408272], [-0.735793, 0.036965, 0.403500], [-0.973249, -0.426555, 2.322060], [-2.519523, -0.229606, -0.438429], [0.951748, -1.937880, -1.904675], [1.266775, -2.722663, -0.252527], [2.326623, -1.304075, -0.824519], [0.436315, 2.106251, 0.939423], [-1.328065, 2.320499, 0.919673], [-0.418978, 2.242968, -0.606343]], "atomic_forces_ev_per_a": [[-0.77, 0.73, 0.50], [-0.06, -0.38, 0.05], [0.71, 0.18, -0.39], [0.09, -0.09, 0.04], [0.07, -0.05, -0.09], [-0.12, 0.01, -0.22], [-0.05, -0.14, 0.17], [0.11, 0.13, 0.05], [0.08, -0.15, 0.06], [-0.04, -0.11, 0.01], [-0.02, -0.13, -0.17]], "mulliken_charge": [-0.656, -0.874, 0.621, -0.110, -0.110, 0.373, 0.372, 0.362, 0.338, 0.349, 0.334]}